No. 1
Molecular formula: C7H14NS
Method: DFT, ωB97M-V/def2-TZVPD

Each line ends with the Löwdin charge.
Atoms and positions in Å:
C: 0.48 1.60 -1.55  -0.52
C: 1.79 1.54 -0.76  -0.31
C: 1.95 0.20 0.05  -0.19
C: 0.80 0.02 1.03  -0.16
C: -0.94 -0.88 -0.56  -0.06
C: -0.27 -1.08 0.73  -0.39
C: -1.29 -1.14 1.83  -0.09
N: -2.12 -1.22 -1.03  0.19
S: -0.32 3.07 -1.67  0.83
H: 2.63 1.62 -1.49  0.14
H: 1.97 2.47 -0.23  0.09
H: 2.07 -0.61 -0.72  0.13
H: 2.84 0.18 0.58  0.08
H: 1.26 -0.37 2.03  0.16
H: 0.05 0.83 1.00  0.12
H: -0.18 -0.28 -1.19  0.10
H: 0.26 -2.14 0.64  0.21
H: -1.81 -0.14 1.91  0.12
H: -0.81 -1.39 2.82  0.11
H: -1.88 -2.00 1.88  0.06
H: -3.03 -1.62 -0.56  0.21
H: -2.20 -1.15 -2.10  0.18
H: -1.23 2.50 -2.63  -0.05

Properties
- frontier orbital gap (eV) = 7.55
- total charge = +1
- energy relative to the best compared isomer or geometry (same formula, charge and spin) (kcal per mole) = 83.1

=====

No. 2
Molecular formula: C4H6O2
Method: DFT, ωB97M-V/def2-TZVPD

Each line ends with the Löwdin charge.
Atoms and positions in Å:
O: 1.90 0.11 1.48  0.06
C: 1.76 0.20 0.28  -0.25
C: 0.64 -0.48 -0.47  -0.11
C: -0.66 -0.44 0.31  -0.31
C: -1.57 0.68 0.16  -0.11
O: -1.84 -0.57 -0.45  -0.04
H: 2.45 0.81 -0.33  0.12
H: 0.94 -1.52 -0.64  0.13
H: 0.49 -0.03 -1.45  0.12
H: -0.65 -0.99 1.26  0.15
H: -2.23 0.96 0.98  0.11
H: -1.31 1.49 -0.53  0.12

Properties
- frontier orbital gap (eV) = 10.89
- energy relative to the best compared isomer or geometry (same formula, charge and spin) (kcal per mole) = 45.8

=====

No. 3
Molecular formula: C30H34N2O8PtS2
Method: DFT, ωB97M-V/def2-TZVPD

Each line ends with the Mulliken spin population.
Atoms and positions in Å:
Pt: 8.20 12.37 8.48  1.95
O: 5.23 15.64 7.06  0.00
C: 6.24 14.74 7.31  0.02
O: 6.33 13.58 6.86  0.03
C: 7.23 15.24 8.23  0.00
C: 7.38 16.58 8.40  0.00
C: 7.92 17.07 9.57  0.00
C: 8.42 16.15 10.46  0.00
C: 8.45 14.77 10.13  -0.02
N: 7.91 14.30 8.99  0.13
C: 9.06 13.75 11.01  0.04
O: 9.38 13.83 12.22  0.03
O: 9.28 12.64 10.28  0.21
H: 4.50 15.22 6.52  0.00
H: 7.15 17.23 7.56  0.00
H: 7.94 18.13 9.62  0.00
H: 8.78 16.41 11.44  0.00
C: 12.79 9.40 15.17  0.00
C: 11.43 9.33 14.59  -0.04
C: 10.79 8.04 14.47  0.26
C: 9.49 7.98 13.98  -0.06
C: 8.76 9.13 13.66  0.17
C: 9.35 10.37 13.81  0.16
N: 8.62 11.41 13.30  0.44
C: 7.20 11.55 13.34  -0.02
C: 6.60 12.03 14.53  0.02
C: 5.48 12.84 14.58  0.00
C: 4.73 13.01 13.38  0.01
C: 5.22 12.36 12.21  0.00
C: 6.42 11.63 12.16  -0.01
C: 6.98 11.23 10.83  0.03
O: 7.54 10.14 10.62  0.06
O: 6.81 12.14 9.92  0.22
C: 10.70 10.48 14.21  0.12
C: 11.17 11.87 14.63  -0.01
H: 13.23 10.38 14.86  0.00
H: 13.49 8.59 14.86  0.00
H: 12.78 9.36 16.27  0.00
H: 11.36 7.13 14.74  0.00
H: 9.02 7.02 13.82  0.00
H: 7.78 9.09 13.20  0.01
H: 9.12 12.30 13.00  -0.07
H: 7.13 11.75 15.51  0.00
H: 5.24 13.33 15.53  0.00
H: 3.96 13.72 13.31  0.00
H: 4.69 12.63 11.27  0.00
H: 12.26 12.03 14.62  0.00
H: 10.85 12.12 15.64  0.01
H: 10.64 12.66 14.01  0.00
O: 9.68 12.79 7.12  0.11
S: 11.28 12.69 7.23  0.02
C: 11.93 14.12 8.12  0.00
C: 11.78 15.40 7.29  0.00
C: 11.46 14.95 5.79  0.00
C: 11.44 13.44 5.60  0.00
H: 12.97 13.79 8.37  0.00
H: 11.40 14.13 9.09  0.00
H: 12.75 15.96 7.27  0.00
H: 10.97 16.08 7.68  0.00
H: 12.13 15.40 5.07  0.00
H: 10.45 15.36 5.73  0.00
H: 12.37 13.00 5.22  0.00
H: 10.52 13.07 5.06  0.00
O: 8.13 10.60 7.45  0.14
S: 6.93 10.32 6.49  0.02
C: 5.30 10.59 7.28  0.01
C: 4.44 9.37 6.94  0.00
C: 5.28 8.11 6.51  0.00
C: 6.77 8.52 6.61  0.01
H: 4.96 11.51 6.75  0.00
H: 5.43 10.77 8.37  0.00
H: 3.78 9.69 6.14  0.00
H: 3.73 9.15 7.76  0.00
H: 5.14 7.75 5.47  0.00
H: 5.09 7.29 7.19  0.00
H: 7.47 8.05 5.88  0.00
H: 7.17 8.33 7.65  0.00

Properties
- frontier orbital gap (alpha / beta) (eV) = 6.41 / 5.76
- spin multiplicity = 5
- total charge = +2

=====

No. 4
Molecular formula: C30H42N5O6
Method: DFT, ωB97M-V/def2-TZVPD

Each line ends with the Löwdin charge.
Atoms and positions in Å:
C: 5.37 0.06 3.18  -0.11
C: 4.33 1.09 2.60  -0.26
C: 4.43 1.29 1.04  -0.21
C: 4.24 -0.04 0.21  -0.19
C: 2.75 -0.26 -0.30  -0.21
C: 2.57 -1.81 -0.52  -0.20
C: 2.44 -2.65 0.81  -0.19
C: 1.71 -1.91 1.99  -0.18
C: 0.15 -1.96 1.68  -0.12
N: -0.65 -1.39 2.81  0.05
C: -0.72 0.12 2.80  -0.07
C: -1.98 0.67 2.03  -0.35
C: -1.75 1.44 0.68  -0.02
N: -3.14 0.46 2.54  0.16
H: 5.52 0.16 4.28  0.08
H: 5.03 -0.98 2.93  0.06
H: 6.35 0.22 2.65  0.08
H: 4.56 2.09 3.08  0.11
H: 3.28 0.85 2.93  0.08
H: 5.49 1.64 0.83  0.11
H: 3.75 2.11 0.68  0.11
H: 4.52 -0.92 0.84  0.09
H: 4.89 0.00 -0.71  0.12
H: 1.99 0.19 0.38  0.09
H: 2.63 0.26 -1.30  0.09
H: 1.74 -2.03 -1.25  0.10
H: 3.50 -2.17 -1.04  0.12
H: 3.46 -3.00 1.12  0.11
H: 1.85 -3.60 0.62  0.12
H: 1.88 -2.48 2.95  0.13
H: 2.07 -0.87 2.18  0.08
H: -0.12 -3.04 1.57  0.15
H: 0.01 -1.43 0.71  0.14
H: -1.62 -1.74 2.76  0.17
H: -0.23 -1.70 3.69  0.17
H: 0.26 0.49 2.38  0.13
H: -0.78 0.45 3.87  0.15
H: -0.71 1.22 0.30  0.07
H: -1.87 2.53 0.93  0.10
H: -2.50 1.14 -0.10  0.08
H: -2.96 -0.06 3.41  0.02
C: 3.82 0.53 -7.08  -0.06
C: 2.49 0.59 -7.48  -0.05
C: 1.47 0.39 -6.56  0.00
C: 1.79 0.13 -5.24  -0.14
C: 3.12 0.06 -4.82  0.00
C: 4.13 0.26 -5.75  -0.06
N: 0.72 -0.05 -4.26  -0.33
O: -0.42 0.00 -4.66  0.06
O: 1.04 -0.24 -3.10  0.05
H: 4.61 0.69 -7.80  0.11
H: 2.25 0.80 -8.52  0.11
H: 0.44 0.44 -6.89  0.12
H: 3.37 -0.14 -3.79  0.11
H: 5.17 0.21 -5.43  0.11
C: -7.03 -4.16 5.22  -0.05
C: -7.04 -2.77 5.14  -0.05
C: -5.85 -2.06 5.26  0.01
C: -4.66 -2.76 5.44  -0.15
C: -4.65 -4.15 5.52  0.00
C: -5.84 -4.85 5.41  -0.05
N: -3.41 -2.02 5.53  -0.35
O: -3.46 -0.80 5.48  0.05
O: -2.37 -2.65 5.66  0.06
H: -7.96 -4.71 5.12  0.12
H: -7.97 -2.24 4.99  0.12
H: -5.87 -0.98 5.20  0.12
H: -3.72 -4.69 5.67  0.12
H: -5.84 -5.93 5.47  0.11
C: -3.22 2.80 -3.04  -0.08
C: -2.06 2.37 -3.69  -0.07
C: -1.28 3.28 -4.39  0.00
C: -1.67 4.62 -4.44  -0.14
C: -2.82 5.05 -3.80  0.00
C: -3.60 4.14 -3.10  -0.07
N: -0.83 5.58 -5.16  -0.36
O: 0.16 5.16 -5.72  0.08
O: -1.18 6.74 -5.15  0.09
H: -3.82 2.09 -2.49  0.10
H: -1.77 1.33 -3.65  0.08
H: -0.39 2.94 -4.89  0.11
H: -3.13 6.09 -3.84  0.12
H: -4.50 4.46 -2.60  0.11

Properties
- frontier orbital gap (eV) = 8.23
- total charge = +1